{"formula": "C46H105N5O11", "method": "the ωB97M-V functional and the def2-TZVPD basis", "symbols": ["C", "C", "C", "C", "C", "C", "C", "C", "C", "N", "O", "H", "H", "H", "H", "H", "H", "H", "H", "H", "H", "H", "H", "H", "H", "H", "H", "H", "H", "H", "C", "C", "C", "C", "C", "C", "C", "C", "C", "N", "O", "H", "H", "H", "H", "H", "H", "H", "H", "H", "H", "H", "H", "H", "H", "H", "H", "H", "H", "H", "C", "C", "C", "C", "C", "C", "C", "C", "C", "N", "O", "H", "H", "H", "H", "H", "H", "H", "H", "H", "H", "H", "H", "H", "H", "H", "H", "H", "H", "H", "C", "C", "C", "C", "C", "C", "C", "C", "C", "N", "O", "H", "H", "H", "H", "H", "H", "H", "H", "H", "H", "H", "H", "H", "H", "H", "H", "H", "H", "H", "C", "O", "C", "C", "C", "N", "H", "H", "H", "H", "H", "H", "H", "H", "H", "H", "H", "O", "C", "C", "O", "H", "H", "H", "H", "H", "H", "O", "C", "C", "O", "H", "H", "H", "H", "H", "H", "O", "C", "C", "O", "H", "H", "H", "H", "H", "H"], "coordinates": [[-3.541875, -4.196578, -0.793620], [-2.662947, -4.609303, 0.415653], [-1.204124, -4.719491, -0.014244], [-2.810104, -3.465159, 1.432869], [-4.106332, -3.527558, 2.201977], [-4.255255, -4.891743, 2.878090], [-4.232634, -6.028913, 1.880271], [-4.106788, -7.323677, 2.719729], [-5.570066, -6.102795, 1.123135], [-3.032932, -5.895521, 1.064075], [-3.012119, -6.939020, 0.107925], [-3.939856, -5.083157, -1.305176], [-4.477661, -3.733744, -0.484882], [-2.932950, -3.624866, -1.487117], [-0.614071, -5.275916, 0.715658], [-1.056113, -5.191905, -0.982317], [-0.822860, -3.696020, 0.062699], [-1.986751, -3.449050, 2.152666], [-2.828041, -2.521708, 0.878853], [-4.245014, -2.786779, 3.000675], [-5.029923, -3.284121, 1.654153], [-5.072564, -4.895123, 3.596362], [-3.329063, -4.988551, 3.462900], [-4.538883, -7.184497, 3.710971], [-3.079511, -7.677206, 2.722610], [-4.723107, -8.128469, 2.304395], [-6.380454, -5.960102, 1.839816], [-5.670390, -7.030237, 0.563888], [-5.713118, -5.266908, 0.430652], [-3.656816, -6.723902, -0.581488], [1.096221, 1.301443, -5.307269], [-0.338531, 1.479320, -5.813335], [-1.014383, 0.113639, -5.954747], [-1.104147, 2.340445, -4.817147], [-0.883425, 3.864651, -4.874580], [-0.999368, 4.294737, -6.330947], [-0.099040, 3.538732, -7.314275], [-0.570075, 3.960835, -8.705008], [1.355635, 3.994094, -7.176231], [-0.361794, 2.111622, -7.153148], [0.539771, 1.373300, -7.989268], [1.090954, 0.782050, -4.345269], [1.700653, 0.721418, -6.000439], [1.563967, 2.267969, -5.136103], [-1.779845, 0.151466, -6.727002], [-0.293263, -0.672840, -6.182335], [-1.464235, -0.173572, -4.999983], [-2.167172, 2.112163, -4.703022], [-0.708882, 2.043816, -3.833788], [-1.670079, 4.311286, -4.269691], [0.099202, 4.095869, -4.459877], [-0.715433, 5.349759, -6.385734], [-2.039985, 4.160600, -6.637433], [-0.840545, 5.018487, -8.681781], [-1.430280, 3.415194, -9.092558], [0.237798, 3.857757, -9.435270], [1.757232, 3.959793, -6.165085], [1.434640, 5.021688, -7.533377], [1.993422, 3.345766, -7.778917], [-0.036911, 1.104788, -8.710131], [4.028856, 6.115299, 1.588011], [3.923787, 6.925361, 0.265472], [3.421917, 8.331705, 0.585516], [5.304615, 7.046079, -0.364314], [5.775284, 5.776051, -1.069548], [4.721152, 5.259568, -2.040751], [3.366384, 5.050075, -1.335817], [2.423490, 4.787457, -2.515806], [3.345705, 3.794961, -0.465806], [3.012839, 6.290083, -0.686573], [1.692004, 6.245779, -0.174519], [3.141277, 5.510983, 1.741246], [4.115748, 6.804244, 2.436745], [4.983383, 5.590523, 1.655621], [3.348165, 8.886982, -0.356649], [4.095228, 8.869729, 1.248542], [2.419433, 8.298784, 1.012245], [5.338273, 7.908964, -1.038051], [6.052269, 7.295778, 0.396507], [6.062402, 5.005971, -0.350703], [6.688439, 6.049123, -1.609706], [5.059237, 4.264687, -2.346391], [4.637542, 5.908162, -2.910249], [2.357632, 5.675971, -3.145484], [2.752529, 3.936250, -3.111414], [1.420713, 4.546500, -2.146672], [3.288602, 2.893769, -1.076562], [4.219185, 3.673817, 0.178087], [2.457332, 3.835598, 0.166681], [1.244776, 6.952124, -0.649683], [0.494385, 1.632771, -1.076548], [-0.263868, 0.304502, -0.897644], [-1.738829, 0.624635, -0.713228], [-0.086451, -0.602021, -2.100442], [1.269512, -1.278093, -2.197060], [1.688904, -1.892848, -0.854396], [1.513800, -1.016728, 0.379520], [1.502327, -2.005684, 1.562320], [2.695032, -0.037152, 0.567980], [0.191048, -0.405051, 0.292367], [-0.213904, 0.289655, 1.456059], [1.389848, 1.579549, -1.701300], [-0.133441, 2.339853, -1.633816], [0.738256, 2.073790, -0.113181], [-2.359963, -0.169976, -0.281657], [-1.910254, 1.507569, -0.103135], [-2.212354, 0.695635, -1.702078], [-0.857238, -1.379766, -1.973999], [-0.328891, -0.103001, -3.040897], [1.307705, -2.020356, -2.991798], [1.998924, -0.486200, -2.425837], [2.724934, -2.215216, -0.976045], [1.066747, -2.790871, -0.762647], [1.638154, -1.516796, 2.528201], [2.274674, -2.750820, 1.371197], [0.547741, -2.545648, 1.565163], [2.272704, 0.891927, 0.957109], [3.258315, 0.166392, -0.342810], [3.394363, -0.369455, 1.336617], [-0.535066, -0.440433, 2.000050], [-4.746980, 0.618969, 6.610968], [-4.179358, 1.155502, 5.434255], [-5.122419, 1.611570, 4.493241], [-5.155619, 0.734382, 3.242769], [-3.756534, 0.423727, 2.745708], [-5.830028, 1.507005, 2.188283], [-5.477370, 1.319959, 7.044722], [-3.976628, 0.538755, 7.373557], [-5.279914, -0.309375, 6.390643], [-6.143467, 1.582429, 4.905400], [-4.950449, 2.660715, 4.239680], [-5.732005, -0.182615, 3.422916], [-3.792570, -0.219847, 1.867726], [-3.128471, -0.069083, 3.493596], [-3.211336, 1.364931, 2.643374], [-6.726371, 1.889701, 2.466845], [-6.010037, 0.926605, 1.378460], [2.965872, -2.918310, 7.198242], [3.767075, -3.879380, 6.519354], [2.990912, -4.346167, 5.295100], [3.292787, -3.572709, 4.134252], [3.401392, -2.615005, 7.999716], [4.722577, -3.471944, 6.180832], [3.922388, -4.768018, 7.141109], [1.940268, -4.112179, 5.518027], [3.105744, -5.396011, 5.052299], [3.413527, -2.650066, 4.376952], [3.714717, -4.851952, 0.862721], [2.507530, -5.586206, 1.109485], [2.020530, -6.054586, -0.235084], [3.032319, -6.728229, -0.991305], [4.316352, -5.501167, 0.484414], [2.787946, -6.444768, 1.730844], [1.737952, -4.970441, 1.561691], [1.787736, -5.130198, -0.781959], [1.137242, -6.696817, -0.184716], [2.580135, -7.184418, -1.704498], [-0.875157, -1.523464, 4.193615], [-0.535337, -0.499197, 5.077366], [0.581451, -0.810169, 6.039436], [1.651937, -1.389357, 5.310973], [-0.073501, -1.954182, 3.867867], [-0.303083, 0.445093, 4.552363], [-1.396265, -0.159084, 5.664760], [0.212558, -1.550764, 6.767090], [0.892154, 0.051389, 6.637256], [2.174731, -1.939766, 5.914242]], "forces_ev_per_angstrom": [[-0.4, -1.4, 0.2], [-0.7, 0.0, 0.2], [0.2, 0.4, 0.6], [-0.4, 0.4, 0.2], [-1.7, -0.1, 1.1], [1.4, 1.1, -0.1], [-1.0, -0.7, 0.7], [-0.6, -0.5, -0.6], [0.1, 0.9, -0.3], [0.1, 0.2, -0.3], [0.4, -0.1, 0.1], [0.5, 0.1, -0.4], [0.3, 0.7, 0.0], [-0.3, 0.3, -0.1], [-0.3, -0.2, 0.1], [0.0, 0.2, -0.1], [0.2, -0.1, -0.8], [0.1, 0.0, -0.1], [0.5, 0.0, 0.0], [0.9, 0.2, -0.1], [0.4, -0.4, -0.7], [-0.3, -0.4, -0.3], [-0.2, -0.2, 0.2], [0.4, 0.2, 0.2], [0.1, 0.1, 0.4], [0.2, 0.0, -0.2], [-0.1, -0.5, 0.0], [-0.2, -0.1, 0.1], [0.2, -0.1, -0.1], [-0.1, 0.0, 0.0], [0.1, -0.1, 0.4], [0.4, 0.2, -0.5], [0.2, -0.2, 0.4], [0.2, 0.3, 1.6], [0.0, -1.3, -0.8], [0.1, 0.3, 0.6], [-0.4, 0.4, 0.3], [0.4, 0.2, -0.7], [0.3, -0.3, 0.0], [-0.3, -0.3, 0.1], [-0.2, 0.1, -0.1], [0.0, 0.0, -0.1], [0.0, 0.1, -0.1], [0.1, 0.0, 0.0], [-0.1, 0.0, 0.1], [0.0, 0.1, -0.3], [-0.1, 0.0, -0.1], [-0.1, 0.0, -0.7], [-0.2, -0.2, -0.1], [0.2, 0.3, 0.1], [0.0, 0.2, 0.0], [-0.3, 0.0, -0.3], [0.0, 0.2, -0.1], [0.1, 0.0, -0.1], [-0.1, -0.2, 0.3], [-0.1, -0.1, 0.0], [-0.2, 0.1, 0.1], [0.1, 0.0, 0.0], [0.0, 0.1, -0.1], [0.1, -0.1, -0.1], [0.5, 0.9, 0.4], [0.2, -0.4, 1.2], [-0.5, 0.0, -0.8], [0.5, 0.0, -0.1], [0.2, 0.7, -0.3], [0.7, -0.6, 1.3], [0.4, -0.6, -1.5], [-1.0, 0.2, 0.4], [0.1, 0.0, 0.5], [0.0, 1.1, -0.9], [0.1, -0.3, 0.3], [0.2, -0.3, 0.1], [-0.3, 0.1, -0.1], [-0.4, -0.7, -0.3], [0.0, 0.1, 0.1], [0.1, -0.1, 0.1], [0.1, 0.0, 0.2], [-0.2, -0.2, -0.3], [-0.3, 0.0, 0.2], [-0.1, 0.0, 0.0], [0.0, -0.3, 0.0], [-0.2, 0.1, -0.4], [-0.2, 0.1, 0.0], [0.0, 0.0, -0.1], [0.2, 0.0, 0.0], [0.0, 0.1, -0.1], [-0.1, 0.1, -0.1], [0.0, 0.2, 0.0], [0.0, -0.2, 0.0], [0.0, 0.0, -0.1], [-0.3, 0.5, -0.7], [0.6, 0.7, 0.5], [-1.1, -0.4, -0.5], [-0.6, -1.3, -0.1], [0.5, 1.3, 0.8], [-0.5, -0.5, -1.3], [0.4, -0.2, 0.4], [-0.3, 0.0, -0.3], [-0.4, 0.4, 0.3], [-0.7, -1.2, -0.6], [0.7, -0.1, 0.1], [0.2, -0.4, 0.3], [-0.1, 0.0, 0.2], [0.0, 0.1, 0.0], [0.6, -0.2, 0.3], [0.0, 0.1, -0.2], [0.2, 0.7, 0.0], [0.1, 0.0, -0.1], [0.0, 0.3, 0.2], [0.0, 0.0, 0.0], [0.0, -0.2, -0.3], [0.0, -0.1, 0.4], [0.1, 0.0, 0.4], [0.2, 0.0, 0.0], [0.2, 0.1, 0.4], [0.0, 0.1, 0.0], [0.2, 0.1, -0.1], [-0.1, 0.0, -0.1], [0.0, -0.3, -0.2], [-0.3, 0.2, 0.3], [-0.5, 0.7, 0.0], [0.2, 0.2, 0.3], [-0.9, -0.4, 0.0], [0.0, 0.4, -0.5], [0.5, -0.1, 1.0], [-0.1, 0.2, -0.2], [0.0, -0.1, -0.2], [0.2, -0.5, -0.2], [0.2, -0.2, 0.3], [0.1, 0.1, 0.2], [0.4, -0.1, -0.2], [0.3, -0.1, 0.4], [0.2, 0.4, -0.3], [-0.5, -0.4, 0.1], [-0.2, 0.0, -0.8], [0.0, -0.1, 0.2], [0.1, 0.0, 0.0], [0.1, 0.1, 0.0], [0.0, -1.2, -0.3], [-0.7, 1.8, -0.2], [0.5, -0.6, -0.2], [0.1, 0.0, 0.0], [0.1, 0.0, 0.2], [0.2, 0.3, 0.2], [-0.1, -0.7, 0.2], [0.2, 0.0, 0.0], [-0.2, 0.1, 0.0], [-0.5, 0.3, 0.5], [1.4, -1.0, -0.8], [-0.6, 0.4, -0.9], [0.2, -0.1, 0.6], [0.1, 0.1, -0.1], [-0.5, 0.1, 0.3], [0.2, 0.2, 0.2], [-0.3, -0.1, 0.0], [-0.1, 0.2, 0.3], [0.1, 0.0, 0.0], [-0.3, -0.5, -0.2], [0.1, 2.1, 0.3], [-0.1, -1.3, 0.5], [0.2, 0.3, -0.3], [0.2, 0.2, 0.3], [0.3, -0.4, -0.4], [-0.3, -0.7, -0.1], [0.0, 0.0, -0.1], [0.0, 0.3, -0.3], [-0.2, 0.2, 0.2]], "lowdin_charge": [-0.0145, -0.4842, -0.0328, -0.1356, -0.1905, -0.1515, -0.5293, -0.0266, -0.0271, -0.0890, -0.0183, 0.0714, 0.0702, 0.0852, 0.0795, 0.0885, 0.0634, 0.1202, 0.1107, 0.1074, 0.1090, 0.1221, 0.1295, 0.0786, 0.0858, 0.0740, 0.0916, 0.0788, 0.0656, 0.0726, -0.0137, -0.5056, -0.0239, -0.1353, -0.1572, -0.1444, -0.5354, -0.0460, -0.0284, -0.0869, -0.0251, 0.0631, 0.0872, 0.0622, 0.0866, 0.0822, 0.0718, 0.1224, 0.0893, 0.1132, 0.0919, 0.1206, 0.1263, 0.0829, 0.0862, 0.0814, 0.0602, 0.0884, 0.0854, 0.1033, -0.0180, -0.5166, -0.0430, -0.1494, -0.1795, -0.1329, -0.5261, -0.0525, -0.0291, -0.1005, -0.0118, 0.0759, 0.0786, 0.0747, 0.0857, 0.0860, 0.0792, 0.1185, 0.1229, 0.1031, 0.1114, 0.1235, 0.1206, 0.0878, 0.0815, 0.0741, 0.0708, 0.0786, 0.0802, 0.1071, -0.0250, -0.5088, -0.0323, -0.1444, -0.1649, -0.1355, -0.4857, -0.0258, -0.0061, -0.1056, -0.0066, 0.0690, 0.0760, 0.0752, 0.0705, 0.0853, 0.0851, 0.1226, 0.0825, 0.1148, 0.0998, 0.1288, 0.0946, 0.0744, 0.0721, 0.0756, 0.0716, 0.0765, 0.0808, 0.0750, -0.1069, -0.1945, -0.2168, -0.4353, -0.0580, 0.0239, 0.0849, 0.0838, 0.0912, 0.1193, 0.1301, 0.1309, 0.0652, 0.0622, 0.0944, 0.0666, 0.0681, -0.0768, -0.2154, -0.2192, -0.0732, 0.1075, 0.1281, 0.1206, 0.1201, 0.1218, 0.0683, -0.0721, -0.2319, -0.2569, -0.0666, 0.0777, 0.1228, 0.1010, 0.1089, 0.1174, 0.0837, -0.0601, -0.2686, -0.2304, -0.0905, 0.0628, 0.1240, 0.1168, 0.1246, 0.1216, 0.0269], "lumo_energy_ev": 0.5, "homo_lumo_gap_ev": 8.22, "smiles": "CC1(C)CCCC(C)(C)N1O.CC1(C)CCCC(C)(C)N1O.CC1(C)CCCC(C)(C)N1O.CC1(C)CCCC(C)(C)N1O.COC[C@H](C)N.OCCO.OCCO.OCCO"}